8
Properties=species:S:1:pos:R:3:forces:R:3 method="wB97M-V/def2-TZVPD" orbital_gap_ev="9.1 / 6.8" de_lowest_ev=4.057 e_tot_ha=-3125.287111
C -1.062 -1.340 -0.058 -1.87 -1.70 -2.83
C -0.220 -0.209 0.122 1.38 1.83 -3.15
O -2.612 -3.274 -1.442 -1.84 -3.00 0.71
S -1.981 -2.129 -1.995 3.03 3.80 2.59
Br -1.599 -2.279 1.429 -0.20 -0.30 -0.25
H -0.300 0.346 0.989 -0.88 1.18 1.88
H 0.824 -0.363 0.067 1.72 -1.48 0.47
H -0.118 0.488 -0.762 -1.35 -0.34 0.59